The following is a DFT calculation (ωB97M-V/def2-TZVPD) of C22H22N8O2S2Sn as an isolated structure.

```
57
C22H22N8O2S2Sn, DFT ωB97M-V/def2-TZVPD
Sn -0.368 -0.532 -0.894
C 4.831 -0.773 0.215
C 3.436 -0.903 0.176
N 2.604 0.115 0.098
C 3.126 1.364 0.063
C 4.513 1.595 0.101
C 5.368 0.483 0.178
C 5.034 2.932 0.060
C 4.210 3.991 -0.018
C 2.788 3.807 -0.062
C 1.907 4.898 -0.149
C 0.559 4.674 -0.202
C 0.098 3.350 -0.158
N 0.901 2.309 -0.067
C 2.234 2.515 -0.023
H 5.452 -1.656 0.272
H 2.988 -1.891 0.212
H 6.440 0.638 0.204
H 6.109 3.065 0.090
H 4.602 5.001 -0.052
H 2.310 5.903 -0.177
H -0.148 5.490 -0.278
H -0.962 3.120 -0.211
S -2.530 -1.967 -0.868
C -2.036 -3.531 -0.284
C -3.124 -4.399 0.070
N -4.015 -5.049 0.406
C -0.753 -3.919 -0.070
S 0.633 -2.921 -0.373
C -0.497 -5.226 0.475
N -0.284 -6.272 0.904
N -0.474 -0.149 1.434
C -1.846 -0.109 1.954
C -1.920 0.554 3.336
C -3.285 1.003 3.854
C -4.352 -0.089 4.033
N -3.823 -1.453 4.124
C -4.026 -2.413 3.215
N -4.681 -2.155 2.093
N -3.578 -3.653 3.476
C -2.751 0.584 0.918
O -3.975 0.545 1.152
O -2.169 1.095 -0.064
H 0.149 -0.697 2.019
H -0.095 0.795 1.356
H -2.183 -1.145 2.010
H -1.297 1.453 3.304
H -1.437 -0.110 4.061
H -3.702 1.760 3.191
H -3.107 1.495 4.814
H -5.053 -0.058 3.208
H -4.921 0.098 4.945
H -3.337 -1.715 4.965
H -4.734 -1.175 1.739
H -4.745 -2.883 1.396
H -3.142 -3.877 4.351
H -3.622 -4.364 2.772
```

Values from the calculation:
HOMO ... -7.30 eV

Atom charges from the Mulliken analysis, given in e for atoms 1 to 5:
1 Sn 0.40
2 C -0.98
3 C -0.17
4 N 0.26
5 C -0.24


The following is a DFT calculation (ωB97M-V/def2-TZVPD) of the molecule C5H12N2.

```
19
C5H12N2, DFT ωB97M-V/def2-TZVPD
C 2.046 -1.696 -1.368
C 0.290 2.146 1.188
C -1.014 0.134 1.464
C -0.314 -1.398 -1.536
C -0.077 0.789 0.407
N 0.949 -0.800 -0.954
N 1.042 0.176 -0.077
H 1.910 -2.059 -2.366
H 3.077 -1.528 -1.065
H -0.650 2.723 1.401
H 0.497 1.831 2.144
H 1.031 2.763 0.757
H -0.442 -0.107 2.338
H -1.491 -0.782 1.272
H -1.690 0.940 1.708
H -0.867 -1.841 -0.592
H -0.819 -0.508 -1.849
H -0.235 -2.187 -2.428
H -0.744 1.209 -0.436
```

Values from the calculation:
ΔE to the lowest compared entry with this formula, charge and spin ... 485.29 kJ/mol
HOMO (spin up / spin down) ... -7.38 / -7.58 eV

Atom charges from the Mulliken analysis, given in e for atoms 1 to 5:
1 C -0.60
2 C -1.31
3 C -1.30
4 C -0.73
5 C 0.52


The following is a DFT calculation (ωB97M-V/def2-TZVPD) of a 2-piece molecular cluster, C4H8O2 overall.

```
14
C4H8O2, DFT ωB97M-V/def2-TZVPD
C -0.171 1.775 -0.312
C 0.764 -1.052 0.183
O 2.096 -0.896 0.143
C -0.462 -1.304 0.988
C -0.285 -1.308 -0.513
O -1.252 1.017 -0.818
H 0.196 1.379 0.648
H -0.552 2.781 -0.139
H 0.696 1.813 -0.985
H 2.419 -0.594 0.998
H -0.597 -2.279 1.462
H -1.019 -0.498 1.487
H -0.782 -1.576 -1.425
H -1.051 0.744 -1.718
```

Values from the calculation:
ΔE to the lowest compared entry with this formula, charge and spin ... 419.24 kJ/mol
HOMO ... -8.40 eV

Atom charges from the Mulliken analysis, given in e for atoms 1 to 5:
1 C -0.54
2 C -0.04
3 O -0.47
4 C -0.58
5 C -0.08


The following is a DFT calculation (ωB97M-V/def2-TZVPD) of a 2-piece molecular cluster, C6H12OP overall.

```
20
C6H12OP, DFT ωB97M-V/def2-TZVPD
P 1.037 2.940 0.589
C 0.875 1.139 -0.041
C 2.105 0.509 -0.748
C 1.962 -0.947 -1.307
C 0.636 -1.734 -1.127
C -0.561 -1.062 -0.410
C -0.477 0.390 0.169
H -0.403 3.064 0.410
H 2.014 3.172 -0.439
H 1.473 2.542 1.896
H 1.091 4.348 0.899
H 3.080 1.094 -0.862
H 2.873 -1.398 -1.812
H 0.571 -2.802 -1.538
H -1.546 -1.613 -0.265
H -1.388 0.827 0.694
O -3.182 -2.554 0.826
H -3.534 -3.426 0.530
H -2.739 -2.624 1.705
H -3.885 -1.864 0.830
```

Values from the calculation:
ΔE to the lowest compared entry with this formula, charge and spin ... 712.30 kJ/mol
Net charge ... +1
HOMO ... -10.89 eV

Atom charges from the Mulliken analysis, given in e for atoms 1 to 5:
1 P 0.09
2 C 0.28
3 C -0.40
4 C -0.38
5 C -0.49


The following is a DFT calculation (ωB97M-V/def2-TZVPD) of the molecule C3H8N4O.

```
16
C3H8N4O, DFT ωB97M-V/def2-TZVPD
C 0.499 1.690 -0.563
C -0.512 -0.429 -0.347
C 1.842 -0.648 0.956
H -0.158 1.908 -1.401
H 0.654 2.516 0.175
H 1.453 1.227 -0.881
H 0.478 -1.867 -1.509
H 2.865 -0.548 1.408
H 0.960 -0.284 1.472
H -3.414 -1.024 0.551
H -2.315 -0.045 1.204
N 0.620 -1.003 -0.927
N 1.760 -1.033 -0.256
N -1.693 -0.974 -0.392
N -2.741 -0.267 0.286
O -0.297 0.781 0.224
```

Values from the calculation:
ΔE to the lowest compared entry with this formula, charge and spin ... 429.43 kJ/mol
HOMO ... -8.39 eV

Atom charges from the Mulliken analysis, given in e for atoms 1 to 5:
1 C -0.66
2 C 0.61
3 C -0.37
4 H 0.31
5 H 0.20


Calculated electronic energy, -66691.9598; -8355.1065; -8368.9367; -17737.5346; -11245.1730 eV (same order as the records).